(1)
{
  "formula": "C23H46BrF5N4O6PS",
  "method": "wB97M-V/def2-TZVPD",
  "species": ["N", "C", "O", "C", "C", "N", "C", "N", "N", "C", "C", "C", "C", "O", "C", "O", "S", "O", "O", "C", "F", "F", "C", "F", "F", "F", "P", "O", "Br", "H", "H", "H", "H", "H", "H", "H", "H", "H", "H", "H", "H", "H", "H", "H", "H", "H", "H", "C", "C", "C", "C", "C", "C", "H", "H", "H", "H", "H", "H", "H", "H", "H", "H", "H", "H", "H", "H", "C", "C", "C", "C", "C", "C", "H", "H", "H", "H", "H", "H", "H", "H", "H", "H", "H", "H", "H", "H"],
  "coordinates": [[5.227, 0.063, 3.082], [5.447, -0.669, 1.870], [6.323, -0.355, 1.173], [4.600, -1.879, 1.470], [3.109, -1.519, 1.124], [2.219, -2.478, 1.854], [0.882, -2.128, 1.791], [0.227, -2.351, 0.556], [0.247, -1.630, 2.819], [-1.208, -1.295, 2.757], [-2.071, -2.429, 3.367], [-2.877, -3.260, 2.330], [-4.384, -2.895, 2.294], [-4.593, -2.095, 1.109], [-4.607, -0.766, 1.394], [-4.293, -0.004, 0.577], [0.975, -1.303, 4.361], [-0.046, -1.227, 5.333], [1.915, -2.277, 4.740], [1.725, 0.419, 4.350], [2.850, 0.316, 4.980], [1.833, 0.906, 3.128], [0.837, 1.427, 5.162], [0.898, 1.229, 6.424], [1.364, 2.609, 4.926], [-0.380, 1.462, 4.693], [2.444, -4.134, 1.233], [2.328, -4.132, -0.390], [0.576, -5.219, 1.949], [4.392, 0.630, 2.993], [5.182, -0.546, 3.893], [5.087, -2.440, 0.675], [4.568, -2.549, 2.341], [3.042, -1.605, 0.033], [2.929, -0.473, 1.379], [-0.544, -3.000, 0.736], [-0.161, -1.462, 0.233], [-1.367, -0.407, 3.372], [-1.511, -1.008, 1.751], [-1.421, -3.120, 3.911], [-2.758, -2.039, 4.121], [-2.504, -3.194, 1.306], [-2.834, -4.301, 2.665], [-4.985, -3.800, 2.195], [-4.707, -2.392, 3.211], [-4.958, -0.443, 2.388], [2.053, -3.279, -0.764], [6.462, 2.224, -4.976], [5.934, 3.187, -3.917], [6.809, 3.254, -2.666], [6.935, 1.942, -1.889], [5.615, 1.337, -1.420], [4.852, 2.226, -0.442], [6.486, 1.196, -4.611], [5.822, 2.244, -5.860], [7.471, 2.502, -5.286], [4.908, 2.914, -3.651], [5.879, 4.188, -4.353], [6.419, 4.033, -2.004], [7.813, 3.581, -2.953], [7.574, 2.116, -1.017], [7.461, 1.204, -2.502], [5.828, 0.387, -0.929], [4.976, 1.101, -2.278], [5.458, 2.440, 0.441], [3.934, 1.728, -0.110], [4.562, 3.174, -0.898], [-5.710, -0.573, -2.355], [-5.722, 0.939, -2.549], [-7.050, 1.589, -2.167], [-8.256, 1.140, -2.995], [-8.125, 1.354, -4.502], [-7.980, 2.820, -4.895], [-6.444, -1.068, -2.995], [-4.728, -0.981, -2.605], [-5.928, -0.833, -1.318], [-5.463, 1.178, -3.584], [-4.934, 1.375, -1.928], [-6.944, 2.675, -2.240], [-7.258, 1.379, -1.112], [-9.140, 1.677, -2.636], [-8.453, 0.080, -2.806], [-9.018, 0.950, -4.986], [-7.280, 0.782, -4.896], [-8.834, 3.404, -4.546], [-7.928, 2.919, -5.981], [-7.071, 3.262, -4.482]],
  "mulliken_charge": [-0.452, -0.163, -0.385, -0.622, -0.118, 0.825, -0.964, -0.290, 0.048, -1.410, -0.525, -0.413, -0.785, -0.321, 0.112, -0.385, 1.376, -0.646, -0.632, 0.580, -0.234, -0.273, 0.615, -0.211, -0.244, -0.194, 0.275, -0.392, -0.136, 0.209, 0.360, 0.459, 0.555, 0.372, 0.210, 0.228, 0.369, 0.350, 0.902, 0.384, 0.541, 0.205, 0.321, 0.364, 0.366, 0.421, 0.352, -1.197, -0.344, -0.765, -0.958, 0.010, -1.070, 0.280, 0.379, 0.298, 0.227, 0.393, 0.301, 0.406, 0.359, 0.373, 0.123, 0.365, 0.258, 0.106, 0.471, -1.131, -0.361, -0.666, -0.708, -0.358, -1.189, 0.387, 0.355, 0.131, 0.327, 0.314, 0.328, 0.321, 0.376, 0.298, 0.375, 0.230, 0.295, 0.376, 0.281],
  "largest_force_ha_per_bohr": 0.0682,
  "relative_energy_kcal_mol": 40.41,
  "charge": 1,
  "lumo_energy_ev": -5.263,
  "total_energy_ha": -5387.007814
}


(2)
{
  "formula": "C23H46N3O3",
  "method": "wB97M-V/def2-TZVPD",
  "species": ["C", "C", "C", "C", "C", "C", "C", "C", "C", "C", "N", "C", "C", "C", "C", "C", "C", "C", "C", "O", "C", "N", "N", "C", "O", "C", "C", "C", "O", "H", "H", "H", "H", "H", "H", "H", "H", "H", "H", "H", "H", "H", "H", "H", "H", "H", "H", "H", "H", "H", "H", "H", "H", "H", "H", "H", "H", "H", "H", "H", "H", "H", "H", "H", "H", "H", "H", "H", "H", "H", "H", "H", "H", "H", "H"],
  "coordinates": [[5.046, 4.193, 0.928], [4.256, 2.913, 0.600], [3.401, 3.064, -0.648], [2.666, 1.779, -0.974], [1.662, 1.917, -2.133], [0.225, 2.167, -1.650], [-0.843, 1.462, -2.472], [-0.767, -0.054, -2.402], [-0.762, -0.603, -0.947], [0.555, -1.300, -0.719], [0.775, -1.894, 0.615], [0.346, -1.487, 1.886], [-0.495, -0.319, 2.215], [-2.011, -0.667, 2.011], [-2.867, -0.437, 3.259], [-4.292, -0.065, 2.845], [-4.892, -1.053, 1.821], [-4.963, -0.525, 0.371], [-6.373, -0.385, -0.163], [-6.353, -0.273, -1.589], [-6.114, 1.042, -2.032], [0.742, -2.310, 2.805], [1.467, -3.259, 2.133], [1.503, -3.012, 0.841], [2.147, -3.825, 0.031], [3.123, -3.259, -0.888], [4.035, -2.239, -0.258], [5.253, -2.101, -1.176], [4.429, -2.671, 1.036], [4.688, 5.021, 0.318], [4.941, 4.491, 1.962], [6.098, 4.076, 0.696], [4.974, 2.106, 0.463], [3.649, 2.655, 1.467], [4.071, 3.371, -1.448], [2.716, 3.887, -0.447], [2.153, 1.461, -0.065], [3.422, 1.023, -1.193], [2.005, 2.753, -2.733], [1.740, 1.034, -2.763], [0.038, 3.235, -1.722], [0.152, 1.946, -0.588], [-1.824, 1.833, -2.179], [-0.724, 1.745, -3.515], [-1.592, -0.531, -2.917], [0.139, -0.378, -2.911], [-1.622, -1.244, -0.788], [-0.878, 0.255, -0.303], [1.378, -0.648, -0.990], [0.584, -2.129, -1.416], [-0.229, 0.556, 1.635], [-0.378, -0.076, 3.261], [-2.388, -0.009, 1.235], [-2.104, -1.682, 1.645], [-2.945, -1.366, 3.816], [-2.462, 0.348, 3.890], [-4.304, 0.925, 2.397], [-4.944, -0.042, 3.710], [-4.348, -1.992, 1.830], [-5.900, -1.306, 2.138], [-4.442, -1.205, -0.299], [-4.465, 0.440, 0.333], [-6.985, -1.252, 0.058], [-6.864, 0.509, 0.221], [-5.361, 1.555, -1.432], [-7.025, 1.639, -2.054], [-5.729, 0.982, -3.045], [1.921, -4.016, 2.616], [2.651, -2.809, -1.752], [3.691, -4.095, -1.270], [3.574, -1.253, -0.186], [5.998, -2.836, -0.886], [5.702, -1.116, -1.113], [5.013, -2.317, -2.212], [5.317, -2.341, 1.190]],
  "mulliken_charge": [-1.283, -0.132, -1.064, 0.417, -1.030, -0.472, -1.232, -1.149, 0.248, -0.779, 0.698, 0.545, -1.064, 0.115, -0.888, -1.056, -0.804, -0.097, -0.812, -0.413, -0.673, -0.816, 0.284, 0.029, -0.458, -0.957, 1.335, -1.648, -0.591, 0.352, 0.349, 0.330, 0.158, 0.246, 0.362, 0.404, -0.102, -0.032, 0.616, 0.411, 0.557, 0.268, 0.354, 0.454, 0.378, 0.482, 0.667, -0.507, 0.230, 0.374, 0.296, 0.727, -0.131, 0.526, 0.273, 0.418, 0.469, 0.397, 0.443, 0.542, 0.104, 0.245, 0.417, 0.376, 0.281, 0.286, 0.261, 0.241, 0.342, 0.511, -0.325, 0.491, 0.366, 0.454, 0.387],
  "largest_force_ha_per_bohr": 0.0225,
  "relative_energy_kcal_mol": 18.67,
  "charge": 1,
  "lumo_energy_ev": -2.083,
  "total_energy_ha": -1293.687891
}


What is the formula in the second record?
C23H46N3O3